[1]
35
Properties=species:S:1:pos:R:3:forces:R:3 method="wB97M-V/def2-TZVPD" multiplicity=1 relative_energy_ev=1.2828 lumo_ev=0.1 homo_ev=-11.1 charge=0 smiles=ClC(Cl)Cl.ClC(Cl)Cl.ClC(Cl)Cl.ClCCl.ClCCl.ClCCl.ClCCl energy_ha=-8096.51441
Cl 4.077408 -3.862314 -6.587927 0.489 -0.278 1.064
C 4.319188 -4.168534 -4.791587 -0.791 -0.082 -0.942
Cl 5.760668 -3.471534 -4.133847 0.645 -0.007 -0.155
Cl 4.221668 -5.945414 -4.461607 -0.117 1.298 -0.118
H 3.526728 -3.556494 -4.360877 -0.228 -0.931 0.153
Cl 1.502338 8.184806 -1.185507 0.782 -0.225 -0.015
C 2.808658 7.315536 -0.272457 -1.455 -0.031 0.347
Cl 3.677128 8.390766 0.773803 0.202 0.538 0.335
Cl 3.916058 6.405626 -1.243597 0.011 -0.206 -0.548
H 2.209918 6.649346 0.348663 0.458 -0.083 -0.112
Cl 4.562178 4.482636 5.222093 -0.047 0.592 0.187
C 4.129878 5.477606 6.655153 -1.018 -1.664 0.118
Cl 2.648378 6.405916 6.415973 0.135 0.093 -0.256
Cl 5.416068 6.411766 7.268203 0.933 0.763 0.085
H 3.889718 4.728966 7.410113 -0.004 0.217 -0.143
Cl -3.921252 -4.533804 -2.642807 -0.517 -0.131 0.299
C -5.707852 -4.783024 -2.696127 0.516 0.833 -0.299
Cl -6.129712 -6.451394 -2.978877 -0.113 -0.248 -0.065
H -6.182042 -4.439684 -1.776697 0.365 -0.114 -0.061
H -6.009772 -4.153374 -3.533077 -0.249 -0.339 0.127
Cl -0.432682 -9.139604 3.218013 0.001 -0.325 0.056
C 0.489408 -8.844414 1.748843 -0.789 0.627 -0.544
Cl 0.922408 -7.075164 1.715663 0.386 -1.169 -0.153
H 1.275518 -9.592574 1.646923 0.495 0.762 0.383
H -0.160072 -8.984524 0.884763 -0.094 0.110 0.255
Cl -7.727052 5.040546 -2.230677 -0.143 -0.024 0.346
C -6.119682 4.457516 -1.774677 0.039 -0.066 -0.218
Cl -5.935672 2.726366 -2.217817 0.195 0.703 0.056
H -5.456182 5.126946 -2.322147 0.287 -0.651 0.002
H -5.925532 4.533576 -0.704817 -0.374 0.035 -0.185
Cl 0.506538 0.809756 -0.246867 0.491 0.164 -0.566
C 0.130428 0.408806 1.413103 -0.469 -0.362 -0.100
Cl -0.854062 1.699676 2.124323 0.121 -0.172 0.278
H -0.469902 -0.496984 1.327953 0.074 0.170 0.478
H 1.041198 0.242686 1.988413 -0.216 0.204 -0.092

[2]
25
Properties=species:S:1:pos:R:3:forces:R:3 method="wB97M-V/def2-TZVPD" multiplicity=1 relative_energy_ev=0.0000 lumo_ev=-0.8 homo_ev=-6.3 charge=0 energy_ha=-1872.81511
C 1.234256 -2.147021 0.651750 -0.461 -0.085 -0.242
C 0.866353 -1.476416 -0.728092 0.445 -0.730 1.552
N 0.094516 -0.251858 -0.421501 1.075 -0.005 -1.157
C 0.878211 0.939502 -0.276381 0.528 0.496 0.278
Cl 1.933382 1.417576 -1.659294 -1.721 -1.031 1.028
C 0.859507 1.662258 0.835618 0.274 0.855 0.541
C 1.709338 2.917589 1.050395 -0.201 -0.886 1.329
Cl -0.151114 1.221040 2.253339 0.549 0.159 -0.713
C -1.207301 -0.292274 -0.299939 -0.758 0.932 0.031
N -2.057362 0.775846 -0.057944 -0.032 -1.029 -0.180
C -3.249300 0.226084 0.011454 0.009 0.170 -0.047
N -3.228661 -1.097886 -0.182118 -0.819 0.301 0.122
N -1.935303 -1.429563 -0.399217 0.638 -0.548 -0.028
H 0.529677 -2.976632 0.862356 0.471 0.309 0.017
H 2.262038 -2.539717 0.654359 -0.446 0.102 -0.027
H 1.120844 -1.413452 1.471932 0.231 -0.308 -0.447
H 0.277193 -2.192240 -1.325784 0.302 0.582 -0.114
H 1.805678 -1.224874 -1.244849 -0.789 0.249 -0.094
H 2.630382 2.892322 0.454983 -0.606 0.176 -0.119
H 1.119556 3.841895 0.952683 0.284 -0.351 -0.314
H 2.025716 2.866918 2.114290 -0.119 0.194 -0.527
H -4.205634 0.716922 0.195792 0.506 0.067 -0.060
H -3.988544 -1.761801 -0.169437 0.246 0.007 -0.060
H -1.647439 -2.383164 -0.562717 -0.020 0.221 0.063
Cl 2.324010 1.708945 -4.181679 0.416 0.154 -0.832

[3]
21
Properties=species:S:1:pos:R:3:forces:R:3 method="wB97M-V/def2-TZVPD" multiplicity=1 relative_energy_ev=0.7502 lumo_ev=0.7 homo_ev=-8.1 charge=0 energy_ha=-842.96884
C -0.407792 -0.858271 0.499418 -1.547 3.004 -2.642
C 0.285098 0.264979 0.083720 4.166 -0.190 -0.776
C -1.780263 0.839957 0.384464 -2.703 -0.740 -1.900
C -0.042004 -2.251939 0.606287 -0.640 -0.725 1.890
C -3.113092 1.573172 0.326345 -0.265 -0.350 1.098
C 2.662342 -0.644326 -1.107124 2.550 0.974 -1.047
C 2.076366 0.586308 -0.498176 -5.604 0.369 2.652
N -1.772823 -0.475549 0.427722 1.053 0.217 2.325
N -0.580113 1.346125 0.083668 1.235 0.610 -0.303
Cl 2.763021 1.227011 1.014819 1.003 -0.362 0.281
H 1.009943 -2.301089 0.681026 1.245 -0.476 0.101
H -0.496876 -2.683241 1.547649 0.532 0.325 -0.999
H -0.389965 -2.821450 -0.223805 -0.278 -0.517 -0.675
H -3.909908 0.867258 -0.047992 1.050 0.916 -0.044
H -3.413123 1.733232 1.380846 0.053 0.181 -0.407
H -3.109995 2.573036 -0.151320 0.051 -0.762 -0.038
H 3.601893 -0.340031 -1.712182 -1.529 -0.415 0.597
H 1.989364 -1.213762 -1.742712 -0.139 0.242 0.054
H 3.105531 -1.284360 -0.353932 -0.364 -0.188 0.363
H 1.887279 1.553572 -0.978745 0.367 -0.990 -1.054
H -0.364876 2.309360 -0.219985 -0.236 -1.123 0.523

[4]
20
Properties=species:S:1:pos:R:3:forces:R:3 method="wB97M-V/def2-TZVPD" multiplicity=1 relative_energy_ev=0.0592 lumo_ev=0.7 homo_ev=-9.5 charge=0 smiles="CC1(C)CC(=O)[C@]1(C)Cl" energy_ha=-808.69013
C -0.478130 -1.171814 -1.557036 -2.916 0.615 -0.282
C -0.407485 -0.029151 -0.569843 1.960 0.627 1.401
C -1.646485 0.039599 0.372394 -0.827 -1.707 -3.910
C 0.019542 1.413903 -0.987748 1.273 -1.936 3.461
C 1.348125 1.242939 -0.119482 -1.346 1.305 -2.436
O 2.241376 2.010908 0.045664 0.395 -0.396 0.555
C 0.976500 -0.144471 0.316204 -0.447 -0.446 1.773
C 1.001900 -0.303058 1.891013 0.712 -1.018 -2.140
Cl 2.171063 -1.348475 -0.225645 0.215 -0.053 -0.418
H -0.702371 -1.946976 -0.834090 -0.173 -0.972 -0.519
H 0.396716 -1.486752 -2.127960 -0.248 0.656 -0.060
H -1.457436 -0.968003 -2.184351 2.065 -0.755 0.796
H -2.190525 -0.930870 0.236896 0.143 0.897 0.471
H -2.294163 0.859490 0.079088 -0.284 -0.065 -0.363
H -1.459530 0.208504 1.354932 0.879 0.246 2.873
H -0.596677 2.052063 -0.415658 -0.704 1.229 0.398
H 0.071659 1.740141 -1.953702 0.328 0.567 -2.649
H 0.751457 -1.324256 2.127829 0.368 -0.722 -0.105
H 0.208261 0.180156 2.370469 -0.577 1.723 0.821
H 2.046197 -0.093873 2.181032 -0.817 0.203 0.333

[5]
21
Properties=species:S:1:pos:R:3:forces:R:3 method="wB97M-V/def2-TZVPD" multiplicity=1 relative_energy_ev=2.5363 lumo_ev=0.6 homo_ev=-10.1 charge=0 smiles="O=C1OCC[C@H]1CCCCl" energy_ha=-883.84431
O 2.742419 1.743343 1.351880 -3.466 -7.640 -2.579
C 2.112209 0.696458 0.812490 0.739 3.974 0.316
O 2.249155 -0.756225 0.999525 0.600 2.371 -0.276
C 1.809542 -1.626673 -0.139573 -1.015 1.145 -0.539
C 1.303384 -0.452559 -1.215939 1.172 0.307 0.067
C 0.977669 0.937252 -0.344635 1.127 -0.786 -1.568
C -0.577589 1.247657 0.066859 -0.175 -0.371 -0.316
C -1.389187 -0.183924 0.097384 -1.145 0.475 0.439
C -2.955233 -0.026256 0.646928 0.797 -1.248 -2.191
Cl -3.080969 0.169733 2.485638 0.161 0.088 -1.792
H 2.716940 -2.277736 -0.557145 -1.904 1.714 1.085
H 0.961227 -2.363716 0.257145 1.850 1.798 -0.825
H 0.505039 -0.761690 -2.013864 1.651 0.504 1.656
H 2.324619 -0.121755 -1.737534 -2.338 -0.962 0.706
H 1.347381 1.757943 -1.128041 -0.694 -1.440 2.324
H -0.700117 1.883265 1.061755 0.487 -1.639 -1.971
H -1.038943 1.935560 -0.791446 0.987 -1.622 1.792
H -1.492944 -0.585886 -1.019468 0.271 0.781 2.502
H -0.889502 -0.991853 0.785074 -0.725 1.662 -1.436
H -3.478676 -1.055816 0.364052 0.923 2.372 0.833
H -3.446427 0.832879 0.018913 0.697 -1.483 1.773